(1)
{
  "formula": "C51H36BeN6S",
  "method": "ωB97M-V/def2-TZVPD",
  "homo_ev": -6.800,
  "orbital_gap_ev": 5.9,
  "total_energy_ha": -2706.71386,
  "mol_weight_da": 773.970,
  "e_lumo_ev": -0.88,
  "symbols": ["Be", "C", "C", "C", "C", "C", "C", "C", "C", "C", "C", "C", "N", "C", "C", "C", "C", "C", "C", "C", "C", "C", "C", "C", "C", "C", "N", "C", "C", "C", "C", "C", "C", "C", "C", "C", "C", "C", "C", "N", "C", "C", "N", "C", "C", "C", "C", "C", "C", "H", "H", "H", "H", "H", "H", "H", "H", "H", "H", "H", "H", "H", "H", "H", "H", "H", "H", "H", "H", "H", "H", "H", "H", "H", "H", "H", "H", "N", "C", "S", "N", "C", "C", "C", "C", "C", "C", "H", "H", "H", "H", "H", "H", "H", "H"],
  "positions_angstrom": [[-0.9183, -0.2944, 0.5346], [1.4173, -2.6677, -6.3249], [0.1349, -2.9847, -5.9006], [-0.3056, -2.5784, -4.6496], [0.5308, -1.8539, -3.8053], [1.8183, -1.5424, -4.2383], [2.2587, -1.9454, -5.4903], [0.0597, -1.4026, -2.4672], [-0.9169, -0.4215, -2.3908], [-1.5618, 0.1530, -3.5355], [-2.6210, 0.8553, -3.0670], [-2.6149, 0.6915, -1.6436], [-1.5142, -0.0118, -1.2254], [-3.7000, 0.9898, -0.8332], [-3.6847, 0.7002, 0.5148], [-4.7867, 0.9718, 1.3962], [-4.3184, 0.8156, 2.6517], [-2.9274, 0.4736, 2.5251], [-2.0295, 0.5518, 3.5746], [-2.5169, 0.9124, 4.9363], [-2.8528, 2.2286, 5.2402], [-3.3024, 2.5653, 6.5084], [-3.4235, 1.5880, 7.4859], [-3.0912, 0.2738, 7.1909], [-2.6384, -0.0612, 5.9230], [-0.6785, 0.3432, 3.3699], [-0.1357, -0.1436, 2.2107], [1.1518, -0.4640, 2.5557], [1.9515, -1.3344, 1.8441], [3.3154, -1.6585, 2.3412], [3.6106, -2.8784, 2.9400], [4.9002, -3.1534, 3.3714], [5.9057, -2.2108, 3.2075], [5.6168, -0.9914, 2.6110], [4.3276, -0.7152, 2.1798], [1.5198, -1.8818, 0.6442], [2.2895, -2.8200, -0.1242], [1.7248, -2.8637, -1.3503], [0.6348, -1.9285, -1.3243], [0.4402, -1.4237, -0.0608], [1.4615, -0.0266, 3.8902], [0.3141, 0.4617, 4.4043], [-2.5689, 0.3051, 1.2131], [-4.9184, 1.5915, -1.4446], [-5.0359, 2.9708, -1.5782], [-6.1682, 3.5281, -2.1548], [-7.1961, 2.7104, -2.6013], [-7.0870, 1.3333, -2.4692], [-5.9531, 0.7774, -1.8953], [1.7612, -2.9847, -7.3005], [-0.5246, -3.5525, -6.5439], [-1.3058, -2.8277, -4.3171], [2.4766, -0.9817, -3.5855], [3.2621, -1.6957, -5.8107], [-1.2645, -0.0012, -4.5598], [-3.3732, 1.3874, -3.6255], [-5.7706, 1.2748, 1.0792], [-4.8371, 0.9616, 3.5839], [-2.7573, 2.9881, 4.4740], [-3.5574, 3.5927, 6.7335], [-3.7751, 1.8502, 8.4753], [-3.1846, -0.4932, 7.9486], [-2.3764, -1.0855, 5.6882], [2.8234, -3.6109, 3.0716], [5.1195, -4.1046, 3.8389], [6.9113, -2.4263, 3.5445], [6.3961, -0.2524, 2.4753], [4.0973, 0.2275, 1.6965], [3.1672, -3.3366, 0.2266], [2.0389, -3.4312, -2.2101], [2.4172, -0.1441, 4.3730], [0.1312, 0.8420, 5.3953], [-4.2347, 3.6073, -1.2230], [-6.2483, 4.6029, -2.2528], [-8.0795, 3.1449, -3.0504], [-7.8857, 0.6900, -2.8149], [-5.8629, -0.2970, -1.7934], [0.5884, 2.4734, -2.3839], [1.6805, 1.9421, -1.7624], [1.7123, 1.6977, -0.1271], [2.7091, 1.6877, -2.6196], [3.9441, 1.0674, -2.3198], [5.0991, 1.5768, -2.9017], [6.3192, 0.9560, -2.6814], [6.3939, -0.1662, -1.8702], [5.2371, -0.6720, -1.2936], [4.0115, -0.0678, -1.5203], [-0.2270, 2.5400, -1.7939], [0.3977, 2.1829, -3.3312], [2.6587, 2.1394, -3.5202], [5.0404, 2.4671, -3.5167], [7.2130, 1.3611, -3.1374], [7.3459, -0.6483, -1.6930], [5.2817, -1.5476, -0.6582], [3.1127, -0.4684, -1.0763]],
  "mulliken_charge": [-1.044, -0.490, -0.821, -0.091, -1.130, 0.087, -0.963, 1.196, 0.463, -1.047, -1.481, -0.071, 0.364, 1.599, 0.267, -1.405, -1.414, 0.396, 1.011, -0.860, 0.152, -0.840, -0.362, -0.816, 0.145, 0.400, 0.504, 0.642, 1.392, -0.904, 0.177, -0.802, -0.422, -0.866, -0.195, 0.034, -0.941, -1.267, 0.210, 0.766, -1.412, -1.391, 0.179, -0.837, 0.113, -0.795, -0.357, -0.801, 0.107, 0.380, 0.394, 0.480, 0.647, 0.449, 0.647, 0.588, 0.509, 0.551, 0.460, 0.382, 0.380, 0.380, 0.455, 0.472, 0.407, 0.404, 0.452, 0.556, 0.590, 0.618, 0.565, 0.538, 0.492, 0.399, 0.384, 0.395, 0.484, -0.443, 0.146, -0.154, 0.188, -0.557, -0.696, -0.580, -0.736, -0.764, 1.084, 0.236, 0.321, 0.287, 0.424, 0.384, 0.425, 0.437, 0.158]
}



(2)
{
  "formula": "C36H37BrF3GeIN3O7SeTi",
  "method": "ωB97M-V/def2-TZVPD",
  "homo_ev": [-0.781, -2.809],
  "orbital_gap_ev": [4.6, 6.7],
  "total_energy_ha": -10584.34927,
  "total_charge": -2,
  "mol_weight_da": 1086.945,
  "multiplicity": 2,
  "e_lumo_ev": [3.87, 3.87],
  "symbols": ["Ti", "C", "C", "N", "C", "C", "C", "O", "C", "C", "N", "C", "C", "C", "C", "C", "C", "I", "C", "O", "H", "H", "H", "H", "H", "H", "H", "H", "H", "H", "H", "H", "O", "C", "O", "H", "F", "C", "F", "F", "C", "C", "C", "C", "C", "C", "C", "C", "H", "H", "H", "H", "Br", "C", "C", "N", "C", "C", "C", "C", "O", "O", "H", "H", "H", "C", "Ge", "C", "C", "C", "Se", "C", "H", "H", "H", "H", "H", "H", "H", "H", "H", "H", "H", "H", "H", "H", "C", "O", "H", "H", "H"],
  "positions_angstrom": [[-0.9169, 0.2547, 0.0063], [-4.1665, -1.2548, -2.6218], [-2.7768, -1.7172, -2.9580], [-2.6395, -2.7583, -3.7852], [-1.3908, -3.1594, -4.0649], [-0.2468, -2.5848, -3.5597], [1.1011, -3.1098, -3.9433], [1.8221, -3.6877, -2.8591], [-0.3723, -1.4857, -2.6668], [0.7529, -0.8592, -2.0874], [0.7571, 0.2506, -1.2830], [1.9508, 0.9526, -1.3107], [2.7592, 0.8093, -2.4700], [3.9924, 1.3975, -2.6216], [4.5043, 2.2141, -1.6189], [3.7110, 2.4557, -0.5199], [2.4472, 1.8673, -0.3353], [-1.2212, 2.9374, -0.5342], [-1.6923, -1.0551, -2.3820], [-1.8658, -0.0534, -1.5381], [-4.8825, -2.0237, -2.9088], [-4.4050, -0.3306, -3.1553], [-4.2485, -1.0388, -1.5556], [-1.3145, -4.0079, -4.7412], [1.7101, -2.2993, -4.3680], [0.9834, -3.8727, -4.7202], [1.3141, -3.5433, -2.0398], [1.7184, -1.2922, -2.3196], [2.3580, 0.2353, -3.2927], [4.5495, 1.2386, -3.5381], [5.4788, 2.6772, -1.7100], [4.0571, 3.1261, 0.2568], [0.4774, -3.3793, -0.2392], [-0.6750, -3.0657, 0.0988], [-1.1927, -1.9239, 0.2535], [-1.3729, -3.9037, 0.3124], [2.6498, 6.7503, 6.7499], [1.3871, 6.3373, 6.4698], [0.9313, 5.7400, 7.5862], [0.6654, 7.4721, 6.3194], [1.3384, 5.4576, 5.2684], [0.9560, 4.1276, 5.3626], [0.9951, 3.3121, 4.2449], [1.4351, 3.8080, 3.0157], [1.7670, 5.1701, 2.9257], [1.7237, 5.9836, 4.0382], [1.6140, 2.9861, 1.8659], [1.8135, 2.3566, 0.8556], [0.6257, 3.7305, 6.3126], [0.6803, 2.2833, 4.3120], [2.0523, 5.5680, 1.9613], [1.9823, 7.0327, 3.9614], [-4.2163, -4.5933, 2.8031], [-4.1893, -2.7582, 3.3012], [-4.8848, -2.3578, 4.4296], [-4.9078, -1.0915, 4.8381], [-4.2158, -0.2009, 4.1275], [-3.5000, -0.5198, 2.9829], [-3.4900, -1.8380, 2.5463], [-2.7068, 0.5265, 2.2312], [-2.2176, 1.4507, 2.8577], [-2.6301, 0.3048, 0.9593], [-5.4374, -3.0750, 5.0256], [-4.2247, 0.8222, 4.4840], [-2.9335, -2.0997, 1.6515], [1.8020, -6.3027, -0.7110], [2.8771, -5.2117, 0.5105], [4.5451, -6.2927, 0.6969], [2.0536, -5.1803, 2.2907], [3.6174, -3.4426, 0.0373], [2.6429, -1.9205, 0.7958], [4.2512, -0.9355, 1.3357], [1.8655, -7.3391, -0.3697], [2.1828, -6.2334, -1.7282], [0.7629, -5.9808, -0.7087], [4.3212, -7.3305, 0.9572], [5.2042, -5.8827, 1.4658], [5.0932, -6.2955, -0.2489], [1.6549, -6.1666, 2.5381], [1.2394, -4.4576, 2.3007], [2.7804, -4.8908, 3.0510], [3.7271, -3.3114, -1.0384], [4.6073, -3.4224, 0.4956], [4.8656, -1.5334, 2.0098], [3.9181, -0.0335, 1.8498], [4.8276, -0.6446, 0.4580], [0.3714, -0.3420, 2.7134], [0.0495, 0.0905, 1.4349], [1.4085, -0.0866, 2.9559], [0.2658, -1.4293, 2.7842], [-0.2918, 0.1280, 3.4428]],
  "mulliken_charge": [-0.452, -1.136, 0.713, -0.789, -0.918, 0.373, -1.058, -0.424, 0.126, -0.942, 0.629, 0.037, -0.752, -0.861, -0.713, -1.089, 1.645, -0.426, 1.172, -0.025, 0.374, 0.295, 0.151, 0.336, 0.230, 0.367, 0.251, 1.051, 0.569, 0.402, 0.377, 0.384, -0.043, -1.014, 0.558, 0.163, -0.272, 0.856, -0.293, -0.271, 0.455, -0.659, -0.226, -0.098, -0.589, -0.983, -0.005, -0.370, 0.429, 0.380, 0.493, 0.346, -0.223, -0.308, -0.092, -0.670, -0.277, 0.386, 0.050, 0.453, -0.665, -0.776, 0.353, 0.458, 0.372, -1.235, 0.781, -1.462, -1.101, -1.375, 0.443, -1.249, 0.451, 0.356, 0.265, 0.379, 0.384, 0.392, 0.374, 0.250, 0.321, 0.577, 0.571, 0.403, 0.258, 0.304, -1.037, 0.598, 0.231, 0.100, 0.207]
}



(3)
{
  "formula": "C6H32N2O9",
  "method": "ωB97M-V/def2-TZVPD",
  "homo_ev": -16.245,
  "orbital_gap_ev": 9.8,
  "total_energy_ha": -1033.92555,
  "total_charge": 2,
  "mol_weight_da": 276.327,
  "e_lumo_ev": -6.47,
  "symbols": ["C", "C", "C", "C", "C", "N", "C", "N", "H", "H", "H", "H", "H", "H", "H", "H", "H", "H", "H", "H", "H", "H", "H", "H", "O", "H", "H", "O", "H", "H", "O", "H", "H", "O", "H", "H", "O", "H", "H", "O", "H", "H", "O", "H", "H", "O", "H", "H", "O"],
  "positions_angstrom": [[-1.1046, -1.5343, -2.0016], [-0.1361, -0.3677, -2.0729], [0.4666, -0.1505, -0.6531], [0.0731, 1.1324, 0.0597], [-0.7352, 2.0773, -0.3962], [-1.3166, 3.0690, 0.4384], [-2.3779, 3.6964, 0.1234], [1.0248, -0.5782, -2.9862], [-0.5753, -2.4113, -1.6194], [-1.5450, -1.7427, -2.9759], [-1.8825, -1.3685, -1.2576], [-0.6553, 0.4943, -2.4688], [1.5525, -0.1973, -0.7078], [0.0966, -0.9126, 0.0368], [0.4624, 1.0947, 1.0610], [-1.0981, 2.0005, -1.4048], [-0.9490, 3.0928, 1.3990], [-2.9385, 3.3993, -0.7445], [-2.7919, 4.3741, 0.8563], [1.5392, -1.4072, -2.6511], [0.7913, -0.7158, -3.9463], [1.7140, 0.2224, -3.0154], [0.8486, -2.1610, 2.8444], [0.6057, -3.3873, 1.8768], [0.1981, -2.6071, 2.2946], [1.7406, -2.8250, -0.5927], [2.4207, -3.7727, -1.4443], [2.4605, -2.8278, -1.2381], [3.8268, -1.0487, -1.5480], [4.5267, -1.0398, -2.8428], [3.6899, -0.7425, -2.4560], [2.5068, 1.9290, -1.9181], [3.1197, 1.9219, -3.2630], [2.2452, 1.8566, -2.8471], [-3.1623, 1.7648, 2.7834], [-1.9468, 2.4774, 3.4631], [-2.7227, 2.6056, 2.9102], [-0.5977, -0.6955, 3.4334], [-1.7998, -0.3821, 2.6131], [-1.0696, 0.0622, 3.0692], [1.6505, -4.9557, 1.1386], [0.2785, -4.8923, 0.5975], [1.1435, -4.4714, 0.4684], [-3.4773, -2.1901, 1.6609], [-4.1496, -1.0631, 0.8584], [-3.3581, -1.2824, 1.3584], [0.1556, 1.9548, 3.2724], [1.2162, 2.9691, 2.7979], [0.2878, 2.7356, 2.7151]],
  "nbo_charge": [-0.627, -0.048, -0.460, -0.105, -0.088, -0.415, 0.131, -0.721, 0.215, 0.235, 0.252, 0.208, 0.229, 0.266, 0.248, 0.209, 0.494, 0.214, 0.251, 0.469, 0.428, 0.485, 0.472, 0.488, -0.982, 0.485, 0.499, -0.972, 0.492, 0.497, -0.982, 0.484, 0.506, -0.934, 0.484, 0.489, -0.965, 0.483, 0.505, -0.988, 0.499, 0.494, -0.964, 0.493, 0.489, -0.976, 0.509, 0.503, -0.977]
}



(4)
{
  "formula": "C23H22AuN6O3S2",
  "method": "ωB97M-V/def2-TZVPD",
  "homo_ev": [-10.787, -10.774],
  "orbital_gap_ev": [5.5, 5.1],
  "total_energy_ha": -2375.70793,
  "total_charge": 1,
  "mol_weight_da": 691.569,
  "e_lumo_ev": [-5.29, -5.69],
  "symbols": ["Au", "N", "C", "C", "C", "C", "C", "C", "S", "O", "O", "N", "C", "N", "C", "C", "C", "N", "H", "H", "H", "H", "H", "H", "H", "H", "H", "C", "C", "C", "C", "N", "C", "S", "N", "H", "H", "H", "H", "H", "C", "C", "O", "C", "C", "C", "C", "C", "C", "H", "H", "H", "H", "H", "H", "H", "H"],
  "positions_angstrom": [[0.5251, -0.5152, -0.0726], [5.6608, 1.2491, -1.6666], [4.9895, 0.3719, -0.8705], [4.4683, 0.7888, 0.3682], [3.7908, -0.0978, 1.1739], [3.6034, -1.4123, 0.7501], [4.1103, -1.8413, -0.4718], [4.7987, -0.9576, -1.2742], [2.7348, -2.5287, 1.7572], [3.0306, -2.3098, 3.1364], [2.7527, -3.8235, 1.1584], [1.1485, -1.8845, 1.5988], [0.0542, -2.5926, 2.1057], [-1.1205, -2.1203, 1.6943], [-2.2036, -2.6775, 2.2168], [-2.1156, -3.7076, 3.1372], [-0.8456, -4.1465, 3.4640], [0.2493, -3.5991, 2.9385], [5.8950, 2.1646, -1.3317], [6.1214, 0.9306, -2.4985], [4.6207, 1.8103, 0.6950], [3.4135, 0.2197, 2.1383], [3.9661, -2.8685, -0.7805], [5.2018, -1.2928, -2.2219], [-3.1622, -2.2974, 1.8808], [-2.9966, -4.1586, 3.5693], [-0.6898, -4.9627, 4.1590], [-1.7867, 2.0360, -2.5350], [-1.4977, 0.6278, -2.9306], [-2.1325, 0.0126, -4.0018], [-1.7943, -1.3008, -4.2905], [-0.8996, -1.9843, -3.5808], [-0.3300, -1.3154, -2.6009], [0.9085, -2.0691, -1.6589], [-0.5726, -0.0490, -2.2373], [-2.1047, 2.6272, -3.3918], [-0.9035, 2.4869, -2.0866], [-2.5874, 2.0534, -1.7982], [-2.8536, 0.5491, -4.6013], [-2.2595, -1.8297, -5.1141], [-0.1274, 3.4722, 1.9378], [-0.5657, 2.2294, 1.2249], [0.2753, 1.3407, 1.0723], [-1.9652, 2.1171, 0.7666], [-2.7261, 3.2684, 0.5529], [-4.0485, 3.1682, 0.1555], [-4.6293, 1.9161, -0.0089], [-3.8817, 0.7661, 0.2129], [-2.5541, 0.8636, 0.5966], [0.8456, 3.3048, 2.3900], [-0.8560, 3.7715, 2.6898], [-0.0419, 4.2915, 1.2188], [-2.2868, 4.2478, 0.6901], [-4.6298, 4.0638, -0.0171], [-5.6674, 1.8369, -0.3042], [-4.3412, -0.2065, 0.0925], [-1.9874, -0.0370, 0.8035]],
  "nbo_charge": [1.134, -0.777, 0.218, -0.284, -0.159, -0.396, -0.161, -0.271, 2.305, -0.875, -0.904, -0.732, 0.494, -0.513, 0.093, -0.302, 0.110, -0.426, 0.398, 0.400, 0.219, 0.242, 0.253, 0.222, 0.200, 0.240, 0.218, -0.658, 0.293, -0.316, 0.127, -0.443, 0.233, 0.074, -0.537, 0.241, 0.231, 0.250, 0.243, 0.219, -0.719, 0.657, -0.650, -0.229, -0.152, -0.215, -0.166, -0.225, -0.118, 0.256, 0.252, 0.253, 0.227, 0.236, 0.234, 0.228, 0.226]
}



(5)
{
  "formula": "C10H16Br2NO9",
  "method": "ωB97M-V/def2-TZVPD",
  "homo_ev": -5.662,
  "orbital_gap_ev": 7.9,
  "total_energy_ha": -6270.57837,
  "total_charge": -1,
  "mol_weight_da": 454.044,
  "e_lumo_ev": 2.27,
  "symbols": ["N", "O", "O", "O", "Br", "C", "C", "Br", "H", "H", "H", "H", "C", "C", "C", "O", "C", "O", "O", "H", "H", "H", "H", "H", "H", "C", "C", "C", "O", "C", "O", "O", "H", "H", "H", "H", "H", "H"],
  "positions_angstrom": [[0.4302, -2.0240, 0.4921], [0.1434, -0.8644, 0.0761], [-0.4150, -2.8003, 0.9708], [1.6021, -2.4139, 0.3618], [2.0237, 2.6979, -0.6387], [0.6312, 2.4141, -2.0138], [0.9961, 1.2324, -2.8302], [-0.3293, 0.9256, -4.2429], [0.6750, 3.2459, -2.7184], [-0.3370, 2.3663, -1.5245], [1.0333, 0.3627, -2.1691], [2.0223, 1.3579, -3.1729], [-2.0585, -1.0736, -2.4698], [-2.8580, -2.2939, -1.9231], [-3.1514, -2.1999, -0.3904], [-4.5181, -1.8193, -0.4100], [-5.0752, -2.1902, -1.5591], [-6.2874, -2.2373, -1.7190], [-4.1613, -2.2864, -2.4953], [-2.5242, -0.1187, -2.2442], [-1.8343, -1.2189, -3.5233], [-1.0789, -1.1940, -2.0014], [-2.3518, -3.2346, -2.1304], [-2.5059, -1.5150, 0.1553], [-2.9647, -3.1719, 0.0687], [2.0583, 3.0134, 2.8707], [2.0119, 1.4749, 3.0425], [2.7351, 0.5747, 1.9803], [3.5439, -0.2440, 2.8255], [3.3978, 0.0411, 4.1047], [3.9431, -0.5162, 5.0235], [2.6782, 1.1867, 4.2445], [2.9131, 3.2737, 2.2406], [1.9890, 3.5389, 3.8187], [1.2592, 3.3697, 2.2166], [0.9594, 1.2006, 2.9337], [3.3579, 1.1918, 1.3341], [2.0469, -0.0519, 1.4161]],
  "nbo_charge": [0.706, -0.611, -0.541, -0.529, -0.034, -0.416, -0.461, -0.010, 0.212, 0.234, 0.260, 0.223, -0.643, 0.070, -0.112, -0.494, 0.972, -0.623, -0.488, 0.214, 0.212, 0.247, 0.190, 0.241, 0.193, -0.630, 0.057, -0.096, -0.477, 0.978, -0.602, -0.499, 0.202, 0.225, 0.218, 0.187, 0.175, 0.250]
}



(6)
{
  "formula": "C4H8ClN",
  "method": "ωB97M-V/def2-TZVPD",
  "homo_ev": -9.037,
  "orbital_gap_ev": 10.0,
  "total_energy_ha": -672.11349,
  "mol_weight_da": 105.568,
  "e_lumo_ev": 1.01,
  "symbols": ["C", "C", "Cl", "C", "N", "C", "H", "H", "H", "H", "H", "H", "H", "H"],
  "positions_angstrom": [[0.3498, 1.6274, -0.2475], [0.5211, 0.2849, -0.1328], [2.1382, -0.3587, 0.2105], [-0.4822, -0.7771, -0.3744], [-1.8624, -0.2959, -0.5421], [-2.5077, 0.0314, 0.6876], [1.1010, 2.3845, -0.0377], [-0.7193, 1.9490, -0.4803], [-0.4008, -1.4748, 0.4633], [-0.1192, -1.2257, -1.2969], [-2.4364, -0.8122, -1.1845], [-2.3602, -0.7739, 1.4368], [-3.6277, 0.2375, 0.4990], [-2.0364, 0.8862, 1.2190]],
  "nbo_charge": [-0.436, 0.005, -0.038, -0.287, -0.638, -0.416, 0.223, 0.228, 0.190, 0.225, 0.380, 0.162, 0.208, 0.195]
}